# 1
ORCA calculation (ωB97M-V with the def2-TZVPD basis set) on C2H6ClOPS2 in the gas phase.

Results
Gap between HOMO and LUMO (spin up / spin down) ... 6.37 / 7.90 eV
Energy above the lowest of the compared OMol25 structures with the same formula, charge and spin ... 1.078 eV

Structure (ORCA input):
```
! RIJCOSX wB97M-V def2-TZVPD def2/J DEFGRID3
* xyz 0 1
C 1.585 1.840 -1.832
C -1.051 -3.060 2.049
O 0.478 0.974 -1.674
P -0.809 1.215 -0.824
S -1.672 -0.608 -0.557
S 0.052 1.401 1.178
Cl -1.211 -2.939 0.433
H 1.697 2.067 -2.938
H 2.503 1.414 -1.466
H 1.462 2.842 -1.347
H -1.796 -3.398 2.783
H -0.262 -2.479 2.442
H -0.976 0.731 1.753
*
```


# 2
ORCA calculation (ωB97M-V with the def2-TZVPD basis set) on C3H5NO in the gas phase.

Results
Gap between HOMO and LUMO ... 9.70 eV
Energy above the lowest of the compared OMol25 structures with the same formula, charge and spin ... 3.082 eV

Structure (ORCA input):
```
! RIJCOSX wB97M-V def2-TZVPD def2/J DEFGRID3
* xyz 0 1
C -0.139 0.679 -0.747
C -1.291 -0.163 -0.634
C 0.575 -0.167 0.735
N 1.679 -0.749 0.637
O -1.202 -1.069 0.234
H 2.223 -0.775 1.500
H -2.228 0.000 -1.178
H -0.321 1.752 -0.769
H 0.626 0.279 -1.405
H 0.078 0.213 1.627
*
```


# 3
ORCA calculation (ωB97M-V with the def2-TZVPD basis set) on C30H47Cl2F6N2O6PbS3Si as an isolated structure.

Results
Gap between HOMO and LUMO ... 4.78 eV
Energy above the lowest of the compared OMol25 structures with the same formula, charge and spin ... 0.000 eV

Structure (ORCA input):
```
! RIJCOSX wB97M-V def2-TZVPD def2/J DEFGRID3
* xyz -1 1
Pb 0.723 1.780 -0.933
C 1.089 -1.457 1.336
C 0.679 -2.577 0.615
C -0.183 -3.340 1.470
C -0.173 -2.759 2.730
C 0.510 -1.499 2.638
C 0.547 -0.436 3.718
C 1.232 0.845 3.209
C 1.298 -1.054 4.923
C -0.880 -0.112 4.123
C -1.134 -4.486 1.142
C -0.381 -5.780 0.674
C -1.886 -4.812 2.456
C -2.184 -4.073 -0.016
C 1.272 -2.927 -0.756
C 0.152 -3.108 -1.829
C 2.162 -1.721 -1.150
C 2.255 -4.118 -0.657
H 1.695 -0.684 0.917
H -0.766 -3.129 3.565
H 2.144 0.478 2.729
H 1.528 1.452 4.050
H 0.682 1.432 2.476
H 2.251 -1.540 4.752
H 0.614 -1.844 5.307
H 1.377 -0.261 5.721
H -1.535 0.229 3.331
H -0.908 0.661 4.890
H -1.368 -0.978 4.597
H 0.478 -5.844 1.389
H -0.052 -5.580 -0.341
H -1.037 -6.653 0.800
H -1.079 -5.103 3.157
H -2.584 -5.628 2.327
H -2.427 -3.842 2.774
H -1.745 -4.259 -1.004
H -2.104 -2.119 0.893
H -3.046 -4.776 0.145
H -0.708 -2.514 -1.684
H -0.174 -4.163 -1.989
H 0.514 -2.803 -2.817
H 1.541 -0.775 -1.169
H 2.549 -1.838 -2.165
H 3.042 -1.517 -0.484
H 1.732 -5.122 -0.641
H 2.732 -3.974 0.336
H 2.979 -4.046 -1.439
Cl -3.822 -2.720 -2.561
C -4.658 -2.377 -1.113
C -6.081 -2.177 -1.148
C -6.755 -1.853 0.016
C -5.969 -1.559 1.139
C -4.596 -1.701 1.166
Cl -3.749 -1.125 2.541
C -3.940 -2.324 0.106
N -2.613 -2.672 0.153
H -6.611 -2.391 -2.095
H -7.807 -1.708 -0.002
H -6.457 -1.316 2.083
C 5.493 2.550 -1.241
Si 4.056 2.408 -2.452
C 3.705 4.061 -3.321
C 4.345 1.055 -3.798
O 2.797 1.976 -1.560
H 5.395 3.274 -0.413
H 6.466 2.833 -1.728
H 5.583 1.569 -0.729
H 4.559 4.714 -3.258
H 2.863 4.574 -2.803
H 3.471 3.970 -4.409
H 5.104 1.343 -4.572
H 3.409 0.756 -4.269
H 4.748 0.137 -3.348
F -1.833 5.054 2.442
C -1.840 4.649 1.144
F -2.208 3.372 1.060
F -2.671 5.453 0.457
S -0.052 4.728 0.464
O -0.162 4.160 -0.907
O 0.666 3.885 1.419
N 0.428 6.227 0.553
S 1.582 6.893 -0.345
O 1.667 6.440 -1.694
O 1.616 8.332 -0.082
C 3.184 6.316 0.447
F 4.277 6.998 0.144
F 3.342 5.037 0.037
F 3.115 6.301 1.805
C -1.884 3.581 -3.599
S -1.502 1.754 -3.999
C -2.791 0.826 -3.136
O -0.242 1.447 -3.155
H -2.783 3.882 -4.202
H -0.950 4.197 -3.824
H -2.125 3.727 -2.552
H -3.758 1.029 -3.627
H -2.928 1.032 -2.065
H -2.507 -0.239 -3.282
*
```


# 4
ORCA calculation (ωB97M-V with the def2-TZVPD basis set) on C12H17AlBF4N2O3S as an isolated structure.

Results
Gap between HOMO and LUMO ... 8.20 eV

Structure (ORCA input):
```
! RIJCOSX wB97M-V def2-TZVPD def2/J DEFGRID3
* xyz -1 1
C -2.226 -4.762 0.728
C -2.314 -3.430 -0.010
O -1.067 -2.913 -0.422
C -0.117 -2.761 0.618
C 0.867 -1.685 0.280
C 2.167 -2.036 0.141
C 3.140 -1.040 -0.146
N 4.443 -1.207 -0.272
S 5.054 0.278 -0.531
N 3.718 1.132 -0.503
C 2.691 0.309 -0.304
C 1.309 0.670 -0.205
C 0.864 2.089 -0.352
C 0.947 2.689 -1.777
O 1.986 2.151 -2.577
C 0.433 -0.326 0.099
B -1.112 -0.008 0.266
C -1.825 0.102 1.676
O -1.884 0.193 -0.835
H -3.175 -5.288 0.717
H -1.972 -4.600 1.772
H -1.473 -5.426 0.311
H -2.817 -2.712 0.635
H -2.909 -3.571 -0.904
H 0.418 -3.693 0.785
H -0.611 -2.511 1.562
H 2.479 -3.061 0.262
H 1.485 2.690 0.311
H -0.153 2.238 -0.003
H -0.013 2.611 -2.272
H 1.116 3.754 -1.647
H 2.783 2.640 -2.372
H -2.380 -0.815 1.839
H -2.496 0.954 1.646
H -1.073 0.227 2.447
H -1.410 -0.053 -1.636
F -1.492 4.573 -1.226
Al -0.980 5.444 0.138
F 0.673 5.789 -0.026
F -1.214 4.486 1.517
F -1.862 6.880 0.272
*
```


# 5
ORCA calculation (ωB97M-V with the def2-TZVPD basis set) on C33H29CaN5S6 as an isolated structure.

Results
Gap between HOMO and LUMO ... 5.63 eV
Energy above the lowest of the compared OMol25 structures with the same formula, charge and spin ... 3.867 eV

Structure (ORCA input):
```
! RIJCOSX wB97M-V def2-TZVPD def2/J DEFGRID3
* xyz 0 1
Ca -0.195 0.328 -0.426
S 0.549 2.704 0.885
C 0.008 4.114 0.000
C 0.530 5.395 0.298
C 0.058 6.534 -0.311
C -0.971 6.477 -1.242
C -1.491 5.241 -1.577
C -1.002 4.079 -0.984
S -1.762 2.551 -1.475
C -1.429 2.500 -3.261
C -1.421 1.087 -3.779
C -1.370 0.916 -5.168
C -1.242 -0.367 -5.677
C -1.285 -1.431 -4.788
C -1.415 -1.205 -3.425
C -1.481 -2.361 -2.440
S -0.130 -2.407 -1.254
C 0.193 -1.912 1.762
C 0.408 -3.371 2.106
C 1.307 -2.810 4.017
C 1.677 -1.453 4.425
C 0.920 -0.374 4.253
C -0.464 -0.391 3.711
S -1.462 0.826 4.098
N -1.466 0.050 -2.926
H 1.293 5.471 1.058
H 0.479 7.487 -0.008
H -1.392 7.361 -1.707
H -2.266 5.196 -2.304
H -0.467 2.957 -3.461
H -2.180 3.071 -3.800
H -1.272 1.764 -5.822
H -1.074 -0.533 -6.729
H -1.276 -2.454 -5.129
H -1.466 -3.309 -2.996
H -2.469 -2.235 -1.931
H 0.008 -4.143 1.455
H 1.522 -3.530 4.798
H 2.617 -1.299 4.953
H 1.259 0.585 4.655
C -5.456 -0.717 1.664
N -4.315 -1.336 2.328
C -4.302 -2.023 3.516
C -3.030 -2.383 3.777
N -2.256 -1.863 2.719
C -3.048 -1.171 1.858
S -2.714 -0.286 0.458
C -0.797 -1.651 2.915
C -0.141 -2.965 3.465
C 1.870 -3.454 2.633
C 2.819 -2.679 1.774
C 2.375 -1.609 1.101
N 1.080 -1.092 1.390
H -6.377 -1.066 2.108
H -5.419 -0.971 0.600
H -5.394 0.357 1.762
H -5.186 -2.176 4.111
H -2.654 -2.930 4.620
H -0.786 -3.608 4.017
H 2.198 -4.471 2.767
H 3.836 -3.002 1.615
H 2.994 -1.053 0.400
S 1.743 1.195 -2.267
C 3.248 0.526 -2.029
N 4.307 1.356 -1.691
C 5.577 0.956 -1.482
C 5.917 -0.359 -1.612
C 4.864 -1.280 -1.881
C 3.579 -0.853 -2.077
H 4.036 2.321 -1.592
H 6.335 1.693 -1.213
H 6.932 -0.660 -1.443
H 5.042 -2.342 -1.909
H 2.743 -1.511 -2.256
*
```


# 6
ORCA calculation (ωB97M-V with the def2-TZVPD basis set) on C23H17Cl2I2N5O3RuS as an isolated structure.

Results
Gap between HOMO and LUMO (spin up / spin down) ... 4.00 / 5.53 eV
Energy above the lowest of the compared OMol25 structures with the same formula, charge and spin ... 4.026 eV

Structure (ORCA input):
```
! RIJCOSX wB97M-V def2-TZVPD def2/J DEFGRID3
* xyz 1 2
Ru 0.328 -0.115 0.198
Cl -0.107 1.476 -7.346
C -0.284 0.962 -5.717
C -1.538 0.528 -5.260
C -1.695 0.157 -3.952
Cl -3.222 -0.396 -3.396
C -0.619 0.189 -2.996
O -0.845 -0.103 -1.788
C 0.664 0.562 -3.529
C 1.840 0.510 -2.710
O 1.971 -0.057 -1.625
C 0.794 0.984 -4.860
H -2.375 0.484 -5.942
H 2.726 1.004 -3.151
H 1.766 1.287 -5.222
I 1.516 0.618 5.535
C -0.350 0.264 4.672
C -1.467 0.010 5.441
C -2.684 -0.263 4.846
I -4.313 -0.713 6.102
C -2.822 -0.254 3.433
C -4.021 -0.490 2.740
C -4.032 -0.430 1.367
C -2.858 -0.112 0.680
N -1.722 0.098 1.308
C -1.674 0.021 2.646
C -0.377 0.261 3.252
O 0.646 0.453 2.557
H -1.380 0.014 6.517
H -4.924 -0.711 3.291
H -4.935 -0.622 0.810
H -2.835 -0.023 -0.399
C 4.633 1.877 0.831
N 3.346 2.223 1.390
C 3.286 2.749 2.735
C 2.254 1.991 0.759
N 1.247 1.863 0.188
H 5.201 2.778 0.589
H 4.498 1.282 -0.070
H 5.197 1.294 1.560
H 3.737 3.743 2.776
H 3.822 2.084 3.415
H 2.248 2.804 3.053
S 1.703 -2.064 1.128
C 0.635 -2.356 -0.178
N 1.154 -2.740 -1.394
C 0.337 -3.053 -2.432
C -1.013 -3.058 -2.240
C -1.494 -2.699 -0.964
N -0.692 -2.381 0.034
H 2.160 -2.670 -1.512
H 0.811 -3.289 -3.375
H -1.691 -3.310 -3.036
H -2.553 -2.661 -0.760
*
```


# 7
ORCA calculation (ωB97M-V with the def2-TZVPD basis set) on a 2-piece molecular cluster, C6H12O overall.

Results
Gap between HOMO and LUMO ... 9.17 eV
Energy above the lowest of the compared OMol25 structures with the same formula, charge and spin ... 3.744 eV

Structure (ORCA input):
```
! RIJCOSX wB97M-V def2-TZVPD def2/J DEFGRID3
* xyz 0 1
C 2.535 -0.039 -0.112
C 1.672 -0.939 0.754
C 0.211 -0.592 0.624
C -0.230 0.574 1.122
C -2.119 -1.466 0.026
C -0.818 -1.372 -0.186
H 2.729 0.947 0.267
H 2.070 0.387 -1.002
H 3.453 -0.587 -0.373
H 2.046 -0.978 1.788
H 1.822 -1.978 0.505
H -1.283 0.848 1.185
H 0.637 1.229 1.531
H -2.802 -1.354 -0.820
H -2.501 -1.368 1.059
H -0.005 -1.836 -0.746
H -1.695 2.657 -1.946
H -3.255 2.675 -1.924
O -2.467 3.192 -1.751
*
```


# 8
ORCA calculation (ωB97M-V with the def2-TZVPD basis set) on C5H8O in the gas phase.

Results
Gap between HOMO and LUMO ... 10.65 eV
Energy above the lowest of the compared OMol25 structures with the same formula, charge and spin ... 3.068 eV

Structure (ORCA input):
```
! RIJCOSX wB97M-V def2-TZVPD def2/J DEFGRID3
* xyz 0 1
C 1.569 -0.548 0.601
C 0.106 -0.989 0.788
C 1.108 0.727 -0.090
C -0.309 0.503 0.157
C -1.396 1.062 -0.725
O 0.344 1.444 0.901
H 2.292 -0.324 1.324
H 1.959 -1.176 -0.093
H -0.382 -1.931 0.332
H -0.077 -1.025 1.930
H 1.709 1.314 -0.763
H -0.897 1.748 -1.424
H -2.109 1.642 -0.127
H -1.906 0.208 -1.290
*
```


# 9
ORCA calculation (ωB97M-V with the def2-TZVPD basis set) on C4H8N2O in the gas phase.

Results
Gap between HOMO and LUMO ... 10.04 eV
Energy above the lowest of the compared OMol25 structures with the same formula, charge and spin ... 5.486 eV

Structure (ORCA input):
```
! RIJCOSX wB97M-V def2-TZVPD def2/J DEFGRID3
* xyz 0 1
C -2.161 -0.308 0.136
C -0.843 -0.144 -0.558
N -0.063 1.091 -0.336
C 0.470 0.794 0.998
C 0.492 -0.275 0.009
N 1.615 -0.542 -0.851
O 2.812 -0.375 -0.103
H -2.872 0.368 -0.349
H -2.095 -0.035 1.191
H -2.528 -1.333 0.053
H -0.856 -0.423 -1.617
H 1.492 0.361 -1.336
H -0.209 0.777 1.844
H 1.447 1.236 1.192
H 3.300 -1.190 -0.274
*
```


# 10
ORCA calculation (ωB97M-V with the def2-TZVPD basis set) on C3H6O in the gas phase.

Results
Gap between HOMO and LUMO ... 10.99 eV
Energy above the lowest of the compared OMol25 structures with the same formula, charge and spin ... 0.448 eV

Structure (ORCA input):
```
! RIJCOSX wB97M-V def2-TZVPD def2/J DEFGRID3
* xyz 0 1
C 0.338 -1.119 -0.261
C 0.151 0.404 -0.394
C -0.567 1.070 0.769
O -1.217 0.485 1.602
H -0.038 -1.455 0.708
H 1.385 -1.411 -0.376
H -0.227 -1.665 -1.027
H 1.081 0.969 -0.559
H -0.453 0.544 -1.295
H -0.453 2.177 0.831
*
```


# 11
ORCA calculation (ωB97M-V with the def2-TZVPD basis set) on C48H51BFN11O7PbS2Sb as an isolated structure.

Results
Gap between HOMO and LUMO (spin up / spin down) ... 5.16 / 3.20 eV
Energy above the lowest of the compared OMol25 structures with the same formula, charge and spin ... 0.180 eV

Structure (ORCA input):
```
! RIJCOSX wB97M-V def2-TZVPD def2/J DEFGRID3
* xyz -2 2
Pb 0.125 -1.546 0.390
C 0.413 -6.204 -0.625
C 0.768 -5.042 0.072
N 0.344 -3.967 -0.565
N -0.308 -4.391 -1.662
C -0.274 -5.739 -1.722
B -0.984 -3.423 -2.672
N 0.019 -2.350 -3.158
C 0.258 -1.893 -4.402
C 1.009 -0.745 -4.303
C 1.173 -0.556 -2.924
N 0.576 -1.518 -2.243
N -2.198 -2.663 -2.061
C -3.382 -2.368 -2.645
C -4.021 -1.415 -1.891
C -3.130 -1.154 -0.844
N -2.045 -1.896 -0.958
N -1.531 -4.318 -3.801
C -2.619 -5.114 -3.685
C -2.678 -5.922 -4.796
C -1.549 -5.545 -5.544
N -0.860 -4.593 -4.940
H 0.621 -7.227 -0.367
H 1.279 -4.934 1.014
H -0.730 -6.279 -2.533
H -0.107 -2.428 -5.259
H 1.371 -0.125 -5.104
H 1.709 0.215 -2.397
H -3.682 -2.835 -3.566
H -4.976 -0.958 -2.078
H -3.212 -0.463 -0.023
H -3.252 -5.058 -2.817
H -3.419 -6.667 -5.027
H -1.207 -5.927 -6.493
O -2.272 2.955 3.730
C -1.008 3.320 3.951
C -0.744 4.616 4.416
C 0.551 5.013 4.702
C 1.614 4.132 4.524
C 1.357 2.859 4.036
C 0.069 2.433 3.740
C -0.110 1.043 3.173
O 0.896 0.390 2.866
N -1.400 0.691 3.100
N -1.571 -0.582 2.590
C -2.795 -0.936 2.468
C -3.249 -2.243 2.032
C -4.624 -2.416 1.862
C -5.184 -3.582 1.371
C -4.316 -4.625 1.020
C -2.955 -4.492 1.188
C -2.362 -3.310 1.728
O -1.104 -3.217 1.916
H -2.205 1.959 3.409
H -1.583 5.286 4.555
H 0.731 6.017 5.072
H 2.628 4.434 4.764
H 2.154 2.144 3.864
H -3.581 -0.209 2.700
H -5.271 -1.580 2.113
H -6.254 -3.674 1.238
H -4.719 -5.547 0.613
H -2.274 -5.292 0.922
C 2.819 5.928 1.195
C 1.433 5.955 0.568
C 0.480 6.793 1.405
C -0.872 6.875 0.726
C -1.402 5.489 0.497
C -2.756 5.250 0.427
C -3.228 3.961 0.225
F -4.573 3.777 0.161
C -2.385 2.896 0.097
C -1.002 3.112 0.163
C -0.103 1.942 0.005
O -0.622 0.835 -0.190
C 1.305 2.250 0.016
C 1.682 3.540 0.201
N 0.867 4.599 0.415
C -0.508 4.406 0.363
C 2.453 1.263 -0.171
O 3.543 1.734 -0.541
O 2.199 0.068 0.109
H 3.083 6.943 1.495
H 3.589 5.573 0.512
H 2.821 5.292 2.077
H 1.502 6.406 -0.433
H 0.911 7.787 1.547
H 0.374 6.318 2.384
H -0.764 7.395 -0.234
H -1.582 7.449 1.325
H -3.462 6.064 0.539
H -2.750 1.892 -0.051
H 2.743 3.733 0.170
C 4.833 -4.205 3.095
C 4.675 -4.148 1.577
Sb 3.506 -2.418 0.934
C 3.704 -2.954 -1.154
C 5.125 -2.968 -1.704
C 5.153 -1.039 0.945
C 5.200 -0.185 2.207
H 5.322 -5.124 3.435
H 3.867 -4.145 3.599
H 5.432 -3.367 3.459
H 4.142 -5.033 1.218
H 5.651 -4.133 1.088
H 3.087 -2.244 -1.705
H 3.231 -3.933 -1.256
H 5.560 -1.968 -1.709
H 5.138 -3.336 -2.734
H 5.786 -3.612 -1.120
H 4.976 -0.395 0.083
H 6.074 -1.607 0.794
H 4.309 0.441 2.268
H 6.070 0.478 2.210
H 5.242 -0.789 3.118
C -3.389 4.926 -3.572
O -2.491 3.881 -3.213
C -2.911 2.627 -3.311
S -4.399 2.140 -3.825
S -1.812 1.461 -2.807
H -2.807 5.838 -3.470
H -4.246 4.941 -2.896
H -3.743 4.802 -4.596
*
```


| no. | strongest force on any atom (eV Å⁻¹) |
| --- | --- |
| 1 | 2.4 |
| 2 | 3.9 |
| 3 | 2.9 |
| 4 | 1.1 |
| 5 | 1.6 |
| 6 | 3.1 |
| 7 | 4.7 |
| 8 | 3.6 |
| 9 | 1.5 |
| 10 | 0.6 |
| 11 | 1.3 |